# 1
BrH2OZn | the ωB97M-V functional and the def2-TZVPD basis

Each line ends with the Löwdin charge.
Positions of all 5 atoms, in Å:
Zn (1.2389, 0.7210, -1.7253)  0.98
Br (3.0703, -1.6882, 0.7692)  0.04
O (-1.1603, 0.4134, 0.0578)  -0.12
H (-1.1617, -0.3141, 0.6799)  0.05
H (-1.9872, 0.8680, 0.2183)  0.05

As for the total energy: -4429.34292 a.u. For the molar mass, the calculation gives 163.3 g/mol. For the energy above the lowest of the compared OMol25 structures with the same formula, charge and spin, the calculation gives 244.4 kJ/mol. As for the gap between HOMO and LUMO: 4.56 eV. The total charge is +1. The calculation puts the HOMO energy at -14.49 eV. As for the largest force on an atom: 0.03019 hartree/bohr.

***

# 2
C7H10N2O | the ωB97M-V functional and the def2-TZVPD basis

Each line ends with the Löwdin charge.
Positions of all 20 atoms, in Å:
C (1.9320, -1.1136, 1.4653)  -0.08
O (2.3162, -0.4259, 0.2986)  -0.10
C (1.2198, 0.2193, -0.1459)  -0.29
C (0.8142, 1.4342, 0.4967)  0.00
C (-0.4690, 1.8024, 0.2879)  -0.05
C (-1.5325, 1.0449, -0.2956)  -0.40
N (-2.8650, 1.2380, -0.2635)  0.08
C (-1.1142, -0.0693, -0.9012)  0.00
C (0.2584, -0.5324, -0.7921)  -0.30
N (0.5392, -1.6285, -1.4704)  0.12
H (1.8654, -0.5544, 2.3262)  0.06
H (0.9590, -1.5098, 1.3599)  0.08
H (2.8122, -1.8579, 1.6362)  0.13
H (1.5050, 1.8768, 1.1711)  0.11
H (-1.0119, 2.5675, 0.7994)  0.10
H (-3.1812, 2.1353, -0.6692)  0.11
H (-3.3086, 0.5062, -0.8562)  0.10
H (-1.7242, -0.6330, -1.5783)  0.11
H (-0.2738, -2.2313, -1.6570)  0.11
H (1.2589, -2.2686, -1.2119)  0.10

As for the total energy: -457.41128 a.u. For the molar mass, the calculation gives 138.2 g/mol. For the energy above the lowest of the compared OMol25 structures with the same formula, charge and spin, the calculation gives 256.0 kJ/mol. As for the gap between HOMO and LUMO: 8.38 eV. The total charge is 0. The calculation puts the HOMO energy at -7.44 eV. As for the largest force on an atom: 0.08996 hartree/bohr. Its structure (SMILES) is COc1ccc(N)cc1N.

***

# 3
C20H44BBrO15V | the ωB97M-V functional and the def2-TZVPD basis

Each line ends with the Löwdin charge.
Positions of all 82 atoms, in Å:
O (-0.8572, -1.2623, 0.0107)  -0.27
V (-0.0569, -1.3307, 1.4093)  0.75
Br (-0.8827, -3.7318, 2.1044)  0.03
O (2.1779, 3.0726, 2.1284)  0.13
C (2.0435, 2.8731, 0.9240)  -0.32
O (2.3489, 3.7225, -0.0718)  0.24
B (1.8710, 3.1688, -1.3715)  -0.87
O (1.5141, 1.7933, -1.0495)  0.23
C (1.4839, 1.5864, 0.2920)  -0.24
O (0.9903, 0.6204, 0.8663)  0.06
O (2.9443, 3.2256, -2.3954)  0.24
C (2.5196, 3.9041, -3.3991)  -0.36
O (3.1573, 4.1430, -4.4532)  0.10
C (1.0557, 4.3542, -3.0868)  -0.41
O (0.7473, 3.9399, -1.9218)  0.24
O (0.2972, 5.0027, -3.7815)  0.14
C (1.1262, 0.1096, 5.2774)  -0.02
C (1.5402, 0.0742, 3.8109)  -0.49
C (3.0443, 0.1817, 3.6918)  -0.04
O (1.2313, -1.1675, 3.2315)  -0.14
H (0.0385, 0.1799, 5.2667)  0.07
H (1.5388, 0.9193, 5.8792)  0.10
H (1.2919, -0.8240, 5.8152)  0.09
H (1.0702, 0.9030, 3.2814)  0.12
H (3.2795, 1.1481, 4.1377)  0.09
H (3.4308, 0.2264, 2.6736)  0.08
H (3.5661, -0.6250, 4.2066)  0.10
H (1.7064, -1.7657, 3.8130)  0.11
C (-1.7211, 2.0113, -2.3098)  -0.04
C (-2.0818, 2.3863, -0.8891)  -0.44
C (-3.5243, 2.9286, -0.8137)  -0.04
O (-2.0298, 1.1872, -0.1372)  -0.08
H (-2.4044, 1.2279, -2.6377)  0.06
H (-0.7019, 1.6419, -2.4227)  0.07
H (-1.8474, 2.8983, -2.9306)  0.09
H (-1.3546, 3.0981, -0.4982)  0.13
H (-4.2430, 2.2060, -1.2002)  0.07
H (-3.6600, 3.8338, -1.4057)  0.08
H (-3.9299, 3.0760, 0.1872)  0.08
H (-2.8226, 0.6632, -0.2738)  0.04
C (3.0593, -3.6756, 1.3325)  -0.05
C (2.9774, -2.3130, 0.6826)  -0.43
C (4.0229, -2.2082, -0.4730)  -0.02
O (1.6524, -2.1184, 0.1584)  -0.13
H (2.5073, -3.6067, 2.2698)  0.05
H (4.0722, -4.0077, 1.5605)  0.09
H (2.5288, -4.3953, 0.7091)  0.09
H (3.1413, -1.5701, 1.4632)  0.11
H (3.9655, -3.0227, -1.1950)  0.09
H (5.0314, -2.1113, -0.0708)  0.09
H (3.8034, -1.2488, -0.9416)  0.08
H (1.7484, -2.2432, -0.7886)  0.06
C (1.7250, -0.1087, -3.7321)  -0.05
C (0.7987, -1.0849, -3.1251)  -0.47
C (-0.2187, -1.5672, -4.1684)  -0.04
O (1.5411, -2.1768, -2.5774)  -0.06
H (1.1560, 0.7542, -4.0780)  0.10
H (2.2205, -0.5833, -4.5790)  0.09
H (2.4720, 0.2205, -3.0098)  0.08
H (0.3425, -0.5974, -2.2635)  0.12
H (0.2058, -2.1606, -4.9783)  0.08
H (-0.8278, -0.8063, -4.6563)  0.08
H (-1.0390, -2.1028, -3.6906)  0.06
H (2.0358, -2.5950, -3.2859)  0.11
C (-3.2468, -0.7834, 4.2999)  -0.04
C (-2.9612, -0.6374, 2.7824)  -0.32
O (-1.6508, -0.2396, 2.6364)  -0.14
H (-2.8472, 0.0692, 4.8490)  0.07
H (-2.7672, -1.6496, 4.7558)  0.08
H (-4.3281, -0.8250, 4.4305)  0.08
H (-3.5679, 0.1312, 2.3036)  0.11
H (-3.2769, -1.5212, 2.2279)  0.10
H (-1.6256, 0.6663, 2.9530)  0.13
C (-3.5662, -1.1364, -2.4216)  -0.07
C (-4.2740, -1.6290, -1.1660)  -0.31
O (-4.5180, -0.5590, -0.3288)  -0.09
H (-4.1666, -0.3456, -2.8714)  0.08
H (-3.4630, -1.8955, -3.1970)  0.08
H (-2.5738, -0.7429, -2.2019)  0.04
H (-3.6790, -2.3679, -0.6292)  0.11
H (-5.2660, -2.0225, -1.3874)  0.11
H (-5.0419, -0.7823, 0.4440)  0.09

As for the total energy: -5460.17880 a.u. For the molar mass, the calculation gives 666.2 g/mol. The multiplicity is 2. As for the gap between HOMO and LUMO (alpha / beta): 8.12 / 8.47 eV. The total charge is 0. The calculation puts the HOMO energy (alpha / beta) at -9.40 / -9.40 eV. As for the largest force on an atom: 0.10742 hartree/bohr.

***

# 4
C2H4N2O | the ωB97M-V functional and the def2-TZVPD basis

Each line ends with the Löwdin charge.
Positions of all 9 atoms, in Å:
C (-0.8322, -1.1494, -0.3702)  -0.09
N (0.3889, -0.9051, -0.6496)  -0.06
N (0.8880, 0.0248, 0.2262)  -0.04
C (0.2381, 1.2489, 0.3372)  -0.35
O (0.7703, 2.2341, 0.7763)  0.05
H (-1.2435, -1.8777, -1.1702)  0.09
H (-1.2610, -0.8917, 0.7611)  0.14
H (1.8712, 0.1916, 0.0396)  0.14
H (-0.8198, 1.1245, 0.0496)  0.11

As for the total energy: -263.28636 a.u. For the molar mass, the calculation gives 72.1 g/mol. For the energy above the lowest of the compared OMol25 structures with the same formula, charge and spin, the calculation gives 201.9 kJ/mol. As for the gap between HOMO and LUMO: 10.54 eV. The total charge is 0. The calculation puts the HOMO energy at -9.83 eV. As for the largest force on an atom: 0.06821 hartree/bohr. Its structure (SMILES) is C=NNC=O.

***

# 5
C3H12O2S | the ωB97M-V functional and the def2-TZVPD basis

Each line ends with the Löwdin charge.
Positions of all 18 atoms, in Å:
C (-0.8569, -0.9991, 0.3638)  -0.13
C (0.6719, -0.7184, 0.2421)  -0.57
S (1.6904, -1.5102, -1.0168)  0.79
C (0.7980, -2.9998, -1.5392)  -0.41
H (-1.4872, -0.2880, -0.1530)  0.07
H (-1.0958, -0.8682, 1.4137)  0.07
H (-1.1461, -2.0026, 0.1038)  0.04
H (1.1026, -0.9105, 1.2213)  0.05
H (0.6575, 0.3567, 0.0920)  0.04
H (-0.1241, -3.1296, -0.9707)  0.02
H (0.5491, -2.8867, -2.5994)  0.03
H (1.4128, -3.8774, -1.4281)  0.02
O (-2.4573, 4.6361, -0.3126)  -0.07
H (-2.2701, 4.5377, -1.2556)  0.03
H (-3.1392, 5.3249, -0.2795)  0.04
O (1.7247, 2.1051, 2.1421)  -0.06
H (2.3783, 1.6167, 2.6533)  0.04
H (1.5913, 1.6131, 1.3228)  0.00

As for the total energy: -670.13076 a.u. For the molar mass, the calculation gives 112.2 g/mol. For the energy above the lowest of the compared OMol25 structures with the same formula, charge and spin, the calculation gives 86.4 kJ/mol. As for the gap between HOMO and LUMO: 9.30 eV. The total charge is 0. The calculation puts the HOMO energy at -8.53 eV. As for the largest force on an atom: 0.03192 hartree/bohr. Its structure (SMILES) is CCSC.O.O.

***

# 6
C5H7N2O2 | the ωB97M-V functional and the def2-TZVPD basis

Each line ends with the Löwdin charge.
Positions of all 16 atoms, in Å:
C (-2.2632, -1.1082, 0.0030)  0.01
C (-1.1279, -0.1378, -0.0189)  -0.21
N (-1.1770, 1.2699, -0.0192)  0.15
C (0.0773, 1.8265, 0.1436)  0.07
C (0.8839, 0.7189, 0.1026)  -0.10
O (2.4694, 0.8096, 0.0815)  0.10
C (3.0455, -0.3926, -0.1157)  -0.29
O (2.5279, -1.4611, 0.0470)  0.09
N (0.1910, -0.4088, -0.0265)  0.18
H (-3.0604, -0.6487, 0.6175)  0.09
H (-2.6541, -1.4389, -1.0877)  0.16
H (-1.9507, -1.9899, 0.6659)  0.12
H (-2.0613, 1.7067, 0.1412)  0.17
H (0.2097, 2.8214, 0.0923)  0.11
H (4.0706, -0.3080, -0.3943)  0.15
H (0.8193, -1.2592, -0.2324)  0.19

As for the total energy: -454.43934 a.u. For the molar mass, the calculation gives 127.1 g/mol. For the energy above the lowest of the compared OMol25 structures with the same formula, charge and spin, the calculation gives 161.3 kJ/mol. As for the gap between HOMO and LUMO: 10.62 eV. The total charge is +1. The calculation puts the HOMO energy at -14.19 eV. As for the largest force on an atom: 0.11088 hartree/bohr. Its structure (SMILES) is Cc1[nH]cc(OC=O)[nH+]1.

***

Q: What is the total charge in the second record?
A: 0